--- P ---
Entry from OMol25: a single CH5N3 molecule (the ωB97M-V functional and the def2-TZVPD basis).

XYZ file:
```
9
Properties=species:S:1:pos:R:3
C -0.4324 -0.6204 -0.4732
H 0.5271 1.7900 -0.4231
H 1.9017 0.9217 -0.1275
H -0.2260 0.1043 1.4314
H -0.0248 -0.3720 -1.4533
H -1.6208 -1.6094 0.6097
N 1.0078 1.1987 0.2657
N 0.2464 0.0505 0.5385
N -1.3789 -1.4635 -0.3682
```

The SMILES is [H]/N=C\NN. For the lowest unoccupied orbital energy, the calculation gives 1.06 eV. The gap between HOMO and LUMO is 10.5 eV.



--- Q ---
Entry from OMol25: a single CH5N3 molecule (the ωB97M-V functional and the def2-TZVPD basis).

XYZ file:
```
9
Properties=species:S:1:pos:R:3
C 1.0984 0.4591 0.1785
H -1.8847 -0.1715 -0.5412
H -1.3695 -0.5133 1.1314
H -1.0128 1.3270 -0.1667
H 1.6966 1.4106 0.3315
H 1.1558 -1.5808 -0.3693
N -1.1163 -0.6907 0.0181
N -0.2428 0.4924 -0.4055
N 1.6753 -0.7329 -0.1769
```

The SMILES is [H]/N=C\NN. For the lowest unoccupied orbital energy, the calculation gives 0.50 eV. The gap between HOMO and LUMO is 9.5 eV.



Which of them is most stable? Easy: P.